[1]
{
  "formula": "C38H44N6O6PRuS",
  "method": "ωB97M-V/def2-TZVPD",
  "symbols": ["Ru", "C", "N", "C", "C", "N", "C", "S", "C", "C", "C", "C", "C", "N", "H", "H", "H", "H", "H", "H", "H", "H", "H", "C", "C", "C", "P", "C", "C", "C", "C", "C", "C", "C", "C", "C", "C", "N", "C", "C", "C", "C", "C", "C", "C", "C", "C", "H", "H", "H", "H", "H", "H", "H", "H", "H", "H", "H", "H", "H", "H", "H", "H", "H", "H", "H", "H", "H", "H", "H", "H", "H", "H", "H", "H", "H", "H", "H", "O", "C", "O", "C", "C", "C", "C", "C", "C", "N", "O", "O", "H", "H", "H", "H", "O", "N", "O"],
  "positions_angstrom": [[-0.0582, -0.4237, -0.0481], [-1.9474, 2.8161, 3.5738], [-2.1731, 1.3993, 3.3575], [-3.1225, 0.6468, 4.0376], [-3.0653, -0.6315, 3.5889], [-2.0277, -0.7103, 2.6260], [-1.5380, 0.5929, 2.4579], [-0.3310, 1.0804, 1.3953], [-1.4577, -1.9067, 2.1011], [-1.4154, -3.0599, 2.9125], [-1.1592, -4.2671, 2.3319], [-0.7856, -4.3402, 0.9662], [-0.7351, -3.1656, 0.2772], [-1.0058, -1.9695, 0.8352], [-2.7431, 3.2353, 4.1913], [-2.0068, 3.3856, 2.6469], [-0.9405, 2.9947, 4.1010], [-3.7352, 1.1424, 4.7680], [-3.6691, -1.4796, 3.8825], [-1.5334, -2.8401, 3.9679], [-1.2507, -5.2016, 2.8662], [-0.5921, -5.3078, 0.4517], [-0.5552, -3.1079, -0.7846], [2.6387, 1.9400, -0.2447], [3.0000, 0.7497, -1.1581], [3.7924, 1.2072, -2.4186], [1.5614, -0.3755, -1.5591], [2.3378, -1.9727, -2.1593], [3.1049, -2.7200, -1.0561], [1.3107, -2.8870, -2.8990], [0.4762, 0.1503, -2.9160], [0.9922, 0.2307, -4.2120], [0.2505, 0.7107, -5.3070], [0.7946, 0.7251, -6.7138], [-1.0921, 0.9844, -5.0857], [-1.6854, 0.8196, -3.8265], [-0.9176, 0.4280, -2.6900], [-1.4805, 0.4023, -1.4254], [-2.5726, 1.3043, -1.1048], [-2.3853, 2.6985, -1.1899], [-1.0955, 3.3355, -1.6217], [-3.3903, 3.5923, -0.8532], [-4.6102, 3.1344, -0.3549], [-5.6832, 4.0507, 0.0778], [-4.7789, 1.7810, -0.2362], [-3.7924, 0.8628, -0.5895], [-4.0374, -0.5770, -0.3056], [3.5309, 2.5540, -0.0936], [2.2977, 1.6242, 0.7430], [1.8457, 2.5807, -0.6452], [3.7353, 0.1127, -0.5733], [3.2289, 1.9630, -2.9653], [4.0020, 0.3845, -3.0866], [4.7177, 1.6474, -2.0660], [3.0856, -1.5697, -2.8979], [2.4914, -2.7680, -0.1364], [4.0293, -2.2224, -0.7880], [3.2670, -3.7559, -1.3638], [1.5881, -3.9412, -2.7380], [1.3392, -2.6620, -3.9716], [0.2821, -2.7006, -2.5497], [2.0477, -0.0423, -4.3675], [0.9057, -0.3297, -7.0467], [1.7576, 1.2794, -6.6620], [0.1288, 1.2991, -7.3809], [-1.7829, 1.1918, -5.9041], [-2.7125, 1.0654, -3.6918], [-0.1806, 2.7605, -1.3458], [-1.0826, 4.2962, -1.0985], [-1.0601, 3.6145, -2.6870], [-3.2193, 4.6608, -1.0081], [-5.4057, 5.0963, -0.0247], [-6.0124, 3.8948, 1.1483], [-6.6161, 3.9130, -0.4665], [-5.6910, 1.4104, 0.2550], [-4.9552, -0.8896, -0.8423], [-4.2845, -0.7533, 0.7541], [-3.2179, -1.2211, -0.5948], [0.8587, -0.3240, 3.5348], [1.7841, -0.7099, 2.7974], [1.7146, -0.9805, 1.5426], [3.1396, -0.9104, 3.4265], [4.2346, -1.4908, 2.7665], [5.5014, -1.6100, 3.3621], [5.7148, -1.0640, 4.6463], [4.6447, -0.4494, 5.2826], [3.3637, -0.4274, 4.7312], [4.8546, 0.0963, 6.6192], [6.0265, 0.1519, 6.9723], [3.8733, 0.4616, 7.2880], [4.0119, -1.8540, 1.7762], [6.2821, -2.1311, 2.8151], [6.6782, -1.0646, 5.1140], [2.5498, -0.0110, 5.3429], [-2.4799, -2.4417, -4.2895], [-2.9243, -3.4926, -3.7531], [-2.7782, -3.6981, -2.5343]],
  "forces_ev_per_angstrom": [[-0.6, -0.7, -1.2], [1.3, 0.7, 0.7], [-0.1, -1.2, -0.8], [0.4, -0.4, -0.5], [0.4, 0.2, 0.3], [0.2, 1.6, 0.1], [0.0, -0.8, 0.9], [-1.3, 4.1, 2.2], [0.4, -0.9, -0.2], [-0.4, 1.8, 0.0], [0.6, -0.9, -1.1], [-0.5, -0.8, 0.5], [-0.1, 0.2, 0.0], [-1.9, -0.7, 1.3], [0.1, -0.4, 0.2], [0.3, -0.3, -0.2], [-1.5, -0.3, -0.9], [-0.2, -0.3, 0.0], [0.2, 0.1, -0.2], [-0.3, -0.7, 0.0], [0.2, 0.1, 0.4], [-0.2, 0.9, 0.6], [0.3, -0.2, 0.0], [-0.1, -0.2, -0.1], [0.9, -0.3, 0.0], [-0.9, 0.1, 0.7], [1.0, -0.6, -0.7], [0.5, 0.6, -0.8], [-1.1, 0.1, 0.5], [0.4, 0.6, 0.2], [-0.3, 0.2, -0.8], [0.2, 0.5, -0.2], [-0.3, -0.8, 0.1], [0.5, 0.5, 0.5], [-1.0, -0.6, 0.9], [1.6, 0.1, 0.2], [0.1, 0.9, -1.2], [1.8, -0.6, 1.4], [0.3, 0.2, 0.0], [0.6, 0.1, -0.7], [0.7, 0.3, 0.1], [-0.5, -0.3, 0.0], [0.5, 0.3, -0.2], [-1.2, 0.6, 1.3], [-0.2, -0.9, 0.5], [0.4, -0.2, 0.4], [-1.2, -0.6, -0.1], [-0.1, 0.0, -0.1], [0.1, -0.2, -0.1], [0.2, -0.1, -0.2], [-1.1, 0.3, -0.5], [0.0, 0.0, -0.1], [0.2, -0.2, -0.2], [0.2, 0.1, -0.1], [-0.5, -0.7, 0.4], [0.2, 0.0, -0.3], [0.2, -0.1, -0.1], [0.3, 0.2, -0.1], [-0.2, 0.4, -0.1], [-0.2, -0.2, 0.2], [0.3, -0.2, -0.2], [-0.5, 0.2, 0.0], [0.2, 0.8, -0.1], [-0.3, -0.7, -0.5], [0.3, -0.5, 0.2], [0.4, 0.3, 0.0], [-0.7, 0.0, 0.1], [-0.8, 0.4, -0.3], [0.5, -0.1, 0.0], [0.0, -0.5, 0.2], [0.0, -0.3, 0.2], [0.1, 0.1, 0.0], [0.7, 0.1, -0.9], [0.1, -0.1, -0.3], [0.3, 0.0, -0.4], [0.5, -0.1, 0.1], [0.3, 0.2, -0.2], [0.1, -0.1, -0.1], [0.5, -0.5, -0.6], [-0.7, -0.1, 0.5], [-0.6, -0.1, -1.0], [1.3, 0.4, 1.0], [-0.3, 0.2, 0.4], [-0.8, 0.4, 0.5], [-0.4, -0.1, -1.3], [-0.8, -0.8, -0.7], [-0.3, 0.3, 0.1], [-0.2, 0.5, 1.0], [-1.0, 0.2, 0.3], [1.6, -0.6, -1.0], [0.3, -0.2, -0.2], [0.0, 0.2, 0.2], [0.3, -0.1, 0.1], [0.4, -0.2, -0.6], [-1.9, -3.9, 0.4], [3.1, 4.7, 3.2], [-1.1, -0.8, -3.6]],
  "mulliken_charge": [0.149, -0.773, 0.362, -1.023, -0.525, 1.210, -0.101, -0.866, 0.429, -1.232, -0.678, -1.076, -0.117, 0.981, 0.366, 0.281, 0.259, 0.566, 0.622, 0.607, 0.476, 0.462, 0.062, -1.257, 1.017, -1.660, 1.817, 0.790, -1.430, -1.084, -0.119, -0.485, 0.534, -1.558, -0.995, -0.788, -1.186, 1.700, -0.618, 1.721, -1.661, -0.797, 0.897, -1.713, -0.835, 0.668, -1.646, 0.527, 0.042, 0.215, 0.119, 0.362, 0.354, 0.498, 0.443, 0.114, 0.329, 0.573, 0.434, 0.274, -0.050, 0.400, 0.312, 0.359, 0.382, 0.368, 0.694, -0.228, 0.631, 0.366, 0.433, 0.392, 0.321, 0.347, 0.443, 0.565, 0.213, -0.159, -0.659, -0.252, 0.177, -0.147, -0.109, -0.811, -0.365, -0.260, -0.201, 1.005, -0.597, -0.588, 0.431, 0.419, 0.514, 0.628, -0.207, 0.431, -0.240],
  "gap_ev": [7.1, 4.4],
  "total_charge": 1,
  "energy_ha": -3088.3617,
  "multiplicity": 5,
  "fmax_ev_per_a": 6.5
}


[2]
{
  "formula": "C38H45BrN9O2V",
  "method": "ωB97M-V/def2-TZVPD",
  "symbols": ["V", "C", "O", "C", "C", "C", "C", "C", "C", "C", "N", "C", "C", "N", "C", "C", "C", "C", "N", "C", "C", "N", "C", "C", "C", "C", "H", "H", "H", "H", "H", "H", "H", "H", "H", "H", "H", "H", "H", "H", "C", "N", "C", "C", "N", "N", "C", "N", "N", "H", "H", "H", "H", "H", "H", "H", "H", "H", "H", "H", "C", "C", "C", "C", "C", "C", "C", "Br", "C", "O", "C", "C", "C", "C", "C", "C", "H", "H", "H", "H", "H", "H", "H", "H", "H", "H", "H", "H", "H", "H", "H", "H", "H", "H", "H", "H"],
  "positions_angstrom": [[1.6524, -0.1662, 1.7080], [-0.6193, 4.1809, -11.1235], [-1.2725, 4.6372, -9.9394], [-0.8979, 4.0966, -8.7656], [-1.5759, 4.5676, -7.6383], [-1.2602, 4.0708, -6.3952], [-0.2674, 3.0988, -6.2397], [0.3995, 2.6393, -7.3668], [0.0947, 3.1281, -8.6279], [0.0880, 2.5499, -4.9301], [1.0038, 1.6284, -4.7004], [0.9759, 1.4373, -3.3495], [0.0466, 2.2375, -2.7393], [-0.5190, 2.9562, -3.7675], [-0.1669, 2.2524, -1.3291], [-1.0862, 3.0622, -0.6388], [-1.1607, 2.9856, 0.7236], [-0.3149, 2.1039, 1.4051], [0.5553, 1.3235, 0.7871], [0.6259, 1.3850, -0.5668], [1.5693, 0.4876, -1.2044], [2.2306, -0.3710, -0.3851], [3.1320, -1.1720, -0.9319], [3.4172, -1.1830, -2.2994], [2.7292, -0.3405, -3.1322], [1.7701, 0.5247, -2.5805], [-1.0711, 4.7295, -11.9423], [-0.7815, 3.1117, -11.2665], [0.4490, 4.3982, -11.0832], [-2.3431, 5.3186, -7.7693], [-1.8098, 4.4595, -5.5445], [1.1685, 1.8864, -7.2550], [0.6290, 2.7520, -9.4865], [-1.2582, 3.6333, -3.7077], [-1.7382, 3.7370, -1.1804], [-1.8644, 3.5826, 1.2864], [-0.3626, 2.0196, 2.4804], [3.6360, -1.8633, -0.2710], [4.1617, -1.8697, -2.6766], [2.9021, -0.3253, -4.2011], [1.1222, 3.1268, 5.1922], [2.2983, 3.1798, 4.3226], [3.1313, 4.3846, 4.3363], [2.5186, 2.1789, 3.4583], [1.8192, 1.0850, 3.3739], [3.5923, 2.3454, 2.5833], [4.3414, 1.2786, 2.0928], [5.6272, 1.5686, 1.8352], [3.7743, 0.1324, 1.9154], [1.2399, 3.8720, 5.9720], [1.0432, 2.1621, 5.6916], [0.2019, 3.3345, 4.6437], [2.8227, 5.0065, 5.1692], [3.0129, 4.9731, 3.4237], [4.1822, 4.1387, 4.4957], [1.1346, 0.9964, 4.1124], [4.0560, 3.2374, 2.6018], [6.0580, 2.4183, 2.1553], [6.2304, 0.8743, 1.4294], [4.4369, -0.6035, 1.7038], [-3.1531, -6.4397, 1.5761], [-1.9118, -6.3315, 2.4696], [-2.3018, -6.6427, 3.9206], [-0.8831, -7.3610, 2.0008], [-1.3519, -4.9083, 2.4061], [-0.0036, -4.6542, 2.1698], [0.4014, -3.3411, 2.1299], [2.2558, -2.9827, 1.8857], [-0.4297, -2.2480, 2.2964], [0.1093, -0.9931, 2.1103], [-1.7674, -2.4712, 2.6050], [-2.1742, -3.8099, 2.6352], [-2.8252, -1.4122, 2.9646], [-4.0177, -1.5323, 2.0044], [-3.2912, -1.6626, 4.4078], [-2.3195, 0.0284, 2.8862], [-3.5376, -7.4606, 1.6047], [-2.9183, -6.1965, 0.5376], [-3.9567, -5.7799, 1.9067], [-2.6780, -7.6645, 3.9978], [-3.0864, -5.9702, 4.2743], [-1.4446, -6.5453, 4.5902], [-1.3393, -8.3513, 1.9951], [-0.0180, -7.4120, 2.6663], [-0.5307, -7.1531, 0.9875], [0.7127, -5.4493, 2.0258], [-3.2145, -4.0017, 2.8627], [-4.5346, -2.4865, 2.1048], [-3.6954, -1.4337, 0.9654], [-4.7445, -0.7445, 2.2142], [-3.7107, -2.6596, 4.5391], [-4.0642, -0.9393, 4.6766], [-2.4613, -1.5542, 5.1100], [-2.0809, 0.3056, 1.8583], [-1.4347, 0.1859, 3.5059], [-3.1091, 0.6923, 3.2449]],
  "forces_ev_per_angstrom": [[1.2, -0.9, -0.1], [-0.1, 0.0, 0.1], [0.1, -0.1, 0.0], [0.0, 0.1, -0.3], [0.0, 0.0, 0.1], [-0.1, 0.1, 0.0], [0.1, -0.1, 0.3], [0.1, 0.0, -0.2], [0.0, 0.0, 0.2], [-0.1, 0.1, -0.2], [-0.1, 0.1, 0.2], [0.4, -0.4, -0.2], [-0.3, 0.3, 0.1], [0.0, -0.1, 0.1], [-0.1, 0.2, -0.1], [0.0, 0.0, -0.2], [0.1, -0.1, 0.2], [-0.1, 0.1, 0.0], [-0.3, 0.6, -0.4], [0.3, -0.4, -0.1], [-0.2, 0.2, 0.5], [-0.1, 0.2, -0.1], [0.0, -0.1, 0.0], [0.0, -0.1, 0.1], [-0.1, 0.1, -0.1], [0.1, -0.1, -0.3], [0.0, 0.0, 0.0], [0.0, 0.0, 0.0], [0.0, 0.0, 0.0], [0.0, 0.0, 0.0], [0.0, 0.0, 0.0], [0.0, 0.0, 0.0], [0.0, 0.0, 0.0], [0.0, 0.0, 0.0], [0.0, 0.0, 0.0], [0.0, 0.0, 0.0], [0.0, 0.0, 0.0], [0.0, 0.0, 0.0], [0.0, 0.0, 0.0], [0.0, 0.0, 0.0], [0.1, 0.0, 0.0], [0.0, 0.1, 0.0], [0.0, -0.1, 0.1], [0.2, -0.2, -0.1], [-0.3, 0.0, 0.1], [0.0, -0.1, 0.0], [-0.3, 0.1, 0.3], [0.0, 0.0, 0.0], [0.1, 0.2, -0.1], [0.0, 0.0, 0.0], [0.0, 0.0, 0.0], [0.0, 0.0, 0.0], [0.0, 0.0, 0.0], [0.0, 0.0, 0.0], [0.0, 0.0, 0.0], [-0.1, 0.0, 0.0], [0.0, 0.0, 0.0], [0.0, 0.0, 0.0], [0.0, 0.0, 0.0], [0.0, 0.0, -0.1], [0.0, 0.0, -0.1], [0.0, 0.1, 0.0], [0.0, 0.0, 0.1], [0.0, 0.0, 0.0], [0.0, -0.1, 0.0], [-0.1, 0.0, 0.0], [0.2, -0.4, 0.0], [0.1, 0.3, 0.1], [0.6, 1.1, -0.2], [-0.9, -0.6, 0.4], [-0.4, -0.3, 0.1], [-0.1, 0.1, 0.1], [0.1, 0.0, -0.1], [0.0, 0.0, 0.0], [0.0, 0.0, 0.0], [-0.1, 0.1, 0.0], [0.0, 0.0, 0.0], [0.0, 0.0, 0.0], [0.0, 0.0, 0.0], [0.0, 0.0, 0.0], [0.0, 0.0, 0.0], [0.0, 0.0, 0.0], [0.0, 0.0, 0.0], [0.0, 0.0, 0.0], [0.0, 0.0, 0.0], [0.0, 0.0, 0.0], [0.0, 0.0, 0.0], [0.0, 0.0, 0.0], [0.0, 0.0, 0.0], [0.0, 0.0, 0.0], [0.0, 0.0, 0.0], [0.0, 0.0, 0.0], [0.0, 0.0, 0.0], [0.0, 0.0, 0.1], [-0.1, 0.0, 0.0], [0.0, 0.0, 0.0]],
  "mulliken_charge": [-0.298, -0.847, -0.450, 0.934, -0.872, -0.418, 0.465, -0.801, -0.497, 0.251, -0.865, 1.044, 0.061, -0.123, 0.020, -0.540, -1.387, -0.710, 0.741, -0.121, 0.437, 0.693, -0.141, -1.188, -0.658, -0.062, 0.244, 0.352, 0.349, 0.433, 0.233, 0.458, 0.419, 0.182, 0.486, 0.547, 0.758, 0.427, 0.457, 0.618, -1.061, 0.031, -1.064, 0.799, -0.119, -0.080, 0.523, -0.415, -0.088, 0.333, 0.446, 0.322, 0.270, 0.384, 0.411, -0.020, 0.267, 0.173, 0.238, 0.117, -1.609, 1.856, -1.568, -2.088, -0.174, -0.063, 0.467, -0.219, 0.397, -0.297, -0.856, -0.645, 2.495, -1.836, -1.718, -2.294, 0.467, 0.359, 0.342, 0.455, 0.328, 0.357, 0.427, 0.363, 0.439, 0.553, 0.271, 0.373, 0.370, 0.471, 0.352, 0.459, 0.364, 0.422, 0.283, 0.599],
  "gap_ev": [6.1, 6.1],
  "total_charge": 2,
  "energy_ha": -5636.0759,
  "multiplicity": 3,
  "fmax_ev_per_a": 1.6
}